{"formula": "C39H99N9O15S6", "method": "the ωB97M-V functional and the def2-TZVPD basis", "species": ["C", "C", "O", "N", "C", "H", "H", "H", "H", "H", "H", "H", "C", "C", "O", "N", "C", "H", "H", "H", "H", "H", "H", "H", "C", "C", "O", "N", "C", "H", "H", "H", "H", "H", "H", "H", "C", "C", "O", "N", "C", "H", "H", "H", "H", "H", "H", "H", "C", "C", "O", "N", "C", "H", "H", "H", "H", "H", "H", "H", "C", "C", "O", "N", "C", "H", "H", "H", "H", "H", "H", "H", "C", "C", "O", "N", "C", "H", "H", "H", "H", "H", "H", "H", "C", "C", "O", "N", "C", "H", "H", "H", "H", "H", "H", "H", "C", "C", "O", "N", "C", "H", "H", "H", "H", "H", "H", "H", "C", "S", "O", "C", "H", "H", "H", "H", "H", "H", "C", "S", "O", "C", "H", "H", "H", "H", "H", "H", "C", "S", "O", "C", "H", "H", "H", "H", "H", "H", "C", "S", "O", "C", "H", "H", "H", "H", "H", "H", "C", "S", "O", "C", "H", "H", "H", "H", "H", "H", "C", "S", "O", "C", "H", "H", "H", "H", "H", "H"], "coordinates": [[14.568, -13.823, 14.940], [14.269, -14.337, 13.592], [13.135, -14.510, 13.188], [15.276, -14.585, 12.731], [15.325, -14.817, 11.307], [13.682, -13.537, 15.506], [15.231, -12.974, 14.771], [15.069, -14.647, 15.448], [16.204, -14.601, 13.131], [14.822, -14.037, 10.735], [14.939, -15.821, 11.128], [16.380, -14.823, 11.032], [22.581, -19.624, 10.848], [21.947, -20.361, 11.978], [21.038, -21.135, 11.695], [22.305, -20.274, 13.271], [23.254, -19.323, 13.894], [23.217, -18.802, 11.177], [21.786, -19.065, 10.354], [23.125, -20.339, 10.232], [21.656, -20.785, 13.853], [23.676, -19.865, 14.740], [22.578, -18.554, 14.266], [24.102, -18.986, 13.299], [10.424, -24.271, 9.836], [11.847, -23.951, 9.838], [12.615, -24.677, 10.445], [12.116, -22.838, 9.199], [13.465, -22.420, 8.837], [10.179, -25.007, 9.070], [9.843, -23.374, 9.622], [10.113, -24.702, 10.788], [11.377, -22.239, 8.858], [14.211, -23.198, 8.999], [13.887, -21.560, 9.356], [13.620, -22.271, 7.768], [15.432, -31.544, 18.946], [14.391, -31.077, 17.951], [13.297, -30.602, 18.343], [14.754, -31.083, 16.667], [13.920, -30.471, 15.606], [14.904, -32.319, 19.501], [15.659, -30.662, 19.544], [16.345, -31.911, 18.476], [15.595, -31.491, 16.285], [13.879, -31.017, 14.663], [14.345, -29.525, 15.269], [12.893, -30.222, 15.871], [7.461, -34.847, 4.557], [7.852, -34.388, 5.944], [8.454, -35.177, 6.640], [7.513, -33.136, 6.329], [7.871, -32.488, 7.567], [6.822, -34.073, 4.131], [6.870, -35.762, 4.577], [8.303, -34.980, 3.879], [6.812, -32.628, 5.807], [7.011, -32.329, 8.218], [8.029, -31.410, 7.535], [8.698, -32.962, 8.096], [14.160, -22.210, 15.658], [13.107, -22.589, 16.665], [12.963, -21.869, 17.673], [12.377, -23.668, 16.440], [11.416, -24.253, 17.409], [14.193, -22.820, 14.756], [15.190, -22.262, 16.013], [14.029, -21.163, 15.384], [12.318, -24.151, 15.555], [10.538, -23.608, 17.425], [11.729, -24.333, 18.450], [11.071, -25.238, 17.095], [13.029, -23.878, 1.862], [14.389, -24.164, 1.236], [14.958, -23.342, 0.487], [14.929, -25.403, 1.371], [16.196, -25.830, 0.889], [12.736, -22.838, 1.714], [13.013, -24.100, 2.929], [12.228, -24.404, 1.344], [14.436, -26.050, 1.971], [16.745, -26.467, 1.582], [16.843, -24.984, 0.658], [16.133, -26.262, -0.110], [7.049, -17.799, 4.646], [7.838, -17.525, 5.856], [8.439, -18.374, 6.538], [8.064, -16.207, 6.014], [8.836, -15.579, 7.056], [6.119, -18.309, 4.898], [7.685, -18.373, 3.972], [6.775, -16.867, 4.150], [7.573, -15.521, 5.459], [8.128, -15.343, 7.851], [9.211, -14.695, 6.540], [9.663, -16.151, 7.475], [15.134, -16.397, 3.669], [16.599, -16.398, 3.996], [17.160, -17.408, 4.358], [17.292, -15.269, 3.736], [18.742, -15.175, 3.827], [14.500, -16.822, 4.447], [15.025, -16.979, 2.753], [14.807, -15.373, 3.492], [16.959, -14.518, 3.148], [19.153, -14.166, 3.819], [19.142, -15.704, 2.961], [19.118, -15.743, 4.678], [4.609, -29.213, 0.850], [4.546, -28.680, 2.597], [4.387, -29.991, 3.347], [6.358, -28.209, 2.787], [4.849, -28.327, 0.263], [3.657, -29.573, 0.459], [5.331, -30.019, 0.717], [6.571, -27.681, 3.716], [6.581, -27.556, 1.943], [6.920, -29.142, 2.827], [4.487, -27.884, 15.598], [4.835, -29.606, 14.938], [6.361, -29.647, 14.696], [4.556, -30.516, 16.452], [5.053, -27.675, 16.505], [3.450, -27.842, 15.932], [4.787, -27.082, 14.923], [5.125, -31.440, 16.349], [3.514, -30.792, 16.617], [5.089, -30.066, 17.290], [7.863, -18.006, 16.457], [6.309, -18.995, 16.428], [5.076, -18.074, 16.163], [6.574, -19.865, 14.767], [7.863, -17.466, 15.510], [8.652, -18.755, 16.397], [7.933, -17.369, 17.339], [5.714, -20.521, 14.632], [7.472, -20.473, 14.654], [6.672, -19.124, 13.973], [-0.208, -28.984, 7.889], [0.395, -27.236, 8.208], [-0.230, -26.755, 9.522], [2.080, -27.814, 8.725], [0.119, -29.732, 8.610], [0.180, -29.462, 6.989], [-1.297, -29.044, 7.882], [2.661, -27.000, 9.159], [2.682, -28.340, 7.985], [1.966, -28.586, 9.487], [15.839, -29.186, 6.876], [14.127, -29.867, 6.734], [13.402, -28.957, 5.719], [14.829, -31.355, 5.831], [16.567, -29.846, 7.348], [15.753, -28.271, 7.463], [16.215, -28.794, 5.931], [14.137, -32.077, 5.396], [15.429, -31.947, 6.522], [15.486, -31.084, 5.005], [21.339, -21.164, 2.837], [21.912, -22.732, 3.471], [23.189, -22.423, 4.224], [20.489, -22.916, 4.632], [21.961, -21.075, 1.946], [21.364, -20.351, 3.564], [20.289, -21.270, 2.564], [20.385, -23.841, 5.198], [19.577, -22.760, 4.056], [20.587, -22.136, 5.387]], "atomic_forces_ev_per_a": [[0.8, -0.1, 0.3], [-1.9, -0.4, -2.1], [-1.0, 0.1, 0.1], [2.8, 0.5, 1.1], [-0.4, -0.6, 0.3], [0.1, -0.1, -0.4], [0.2, 0.0, 0.6], [0.3, 0.3, 0.4], [-0.2, 0.3, 0.2], [-0.2, -0.2, 0.0], [-0.3, 0.2, -0.6], [-0.1, 0.1, -0.1], [0.5, 1.3, 0.7], [-1.2, -1.2, -0.4], [-0.2, -0.1, -0.1], [1.4, 0.7, -0.4], [-1.4, -1.1, 0.7], [0.6, -0.3, 0.1], [-0.1, -0.7, -0.5], [-0.2, 0.3, -0.2], [0.3, 0.1, 0.2], [0.1, 0.3, 0.1], [0.9, 0.7, 0.1], [-0.6, 0.0, -0.4], [-2.0, -0.2, 0.0], [-0.4, -1.7, 1.6], [1.0, 0.2, -0.4], [2.1, 2.5, -1.6], [1.2, -0.4, -0.2], [0.2, 0.0, -0.1], [-0.3, -0.1, 0.1], [0.1, 0.1, 0.0], [0.0, -0.4, 0.1], [-0.5, -0.4, 0.6], [-0.6, 0.2, 0.2], [-0.7, 0.4, -0.2], [-0.7, 0.0, -0.5], [-1.6, 1.4, 1.3], [2.1, -1.1, -0.8], [-1.0, 0.4, -2.6], [0.1, 0.7, -0.4], [0.5, 0.1, 0.4], [0.0, -0.3, 0.3], [-0.1, -0.1, 0.1], [0.0, 0.0, 0.8], [0.1, -0.8, 0.4], [0.3, 0.3, 0.4], [0.2, -0.5, 0.6], [-1.0, 1.1, -0.4], [0.3, -1.2, -0.2], [0.6, 0.1, 0.9], [-0.3, 1.2, -0.2], [-0.5, 0.6, 1.1], [-0.1, 0.0, -0.4], [0.2, 0.0, 0.3], [0.2, 0.0, 0.4], [0.3, -0.3, -0.3], [-0.4, -1.3, 0.5], [1.1, 0.1, -1.3], [-0.3, -0.1, -0.2], [0.4, 0.1, -0.9], [0.8, 2.3, 1.7], [0.0, -1.3, -1.1], [-1.4, -2.6, 0.5], [-0.6, 1.0, -0.2], [-0.4, 0.0, -0.1], [-0.2, -0.1, 0.7], [-0.2, -0.1, -0.1], [0.7, 0.4, 0.0], [-0.2, 0.0, 0.1], [0.7, 0.2, -0.3], [0.4, 0.1, -0.3], [0.1, 0.2, -0.1], [1.1, 1.3, -2.4], [-1.0, -0.9, 1.5], [-1.3, -0.3, 1.6], [1.2, 0.6, -1.2], [0.6, 0.1, 0.1], [-0.1, -0.2, -0.1], [0.2, -0.5, 0.1], [0.0, 0.1, -0.1], [-0.4, -0.1, 0.0], [-0.2, 0.4, 0.5], [-0.2, -0.7, 0.1], [-0.9, -0.3, -0.7], [2.3, -0.5, 1.0], [-1.3, 0.9, -0.7], [0.0, 0.3, 0.1], [-0.3, 0.3, 0.0], [0.2, -0.3, -0.2], [-0.3, -0.2, 0.0], [0.0, -0.1, -0.1], [-0.1, -0.6, -0.1], [0.4, 0.4, 0.3], [0.3, 0.3, 0.8], [-0.2, -0.3, -0.4], [-0.2, 0.8, -0.2], [0.0, -0.5, -0.6], [0.4, -0.5, 0.7], [0.8, 2.0, 0.0], [0.3, -1.5, -0.3], [0.4, -0.1, 0.0], [-0.2, 0.0, 0.0], [-0.2, 0.0, -0.1], [-0.9, -0.4, 0.3], [-0.6, 0.1, 0.2], [0.4, 0.1, -0.1], [-0.2, 0.3, 0.2], [0.3, 0.6, -0.1], [0.7, -1.8, 0.5], [0.1, 1.3, -0.3], [-0.9, -0.2, -0.3], [0.3, -0.1, -0.1], [-0.2, 0.1, 0.7], [0.2, 0.2, 0.2], [-0.6, 0.0, 0.0], [0.3, -0.2, 0.0], [0.0, 0.0, -0.4], [0.2, -0.6, 0.7], [2.4, 1.4, -0.2], [-2.5, 0.0, 0.4], [0.7, -0.6, 0.4], [0.4, -0.6, 0.0], [-0.2, 0.1, -0.5], [-0.4, -0.5, -0.5], [-0.2, -0.2, -0.5], [0.0, 0.4, 0.1], [-0.5, 0.5, 0.1], [-0.7, -0.6, -1.0], [-1.9, 1.0, -1.2], [2.7, -1.6, 0.5], [0.3, 0.5, 0.5], [0.1, 0.4, 0.2], [0.1, 0.1, 0.3], [-0.2, -0.2, -0.2], [-0.1, 0.3, 0.0], [0.1, -0.1, 0.7], [-0.5, 0.2, 0.2], [0.1, -0.5, 0.2], [0.0, -1.1, 2.1], [0.7, -0.8, -2.0], [0.1, -0.5, 0.2], [0.1, 0.6, 0.8], [0.0, 0.8, -0.6], [0.0, 0.5, -0.1], [-0.3, 0.2, -0.2], [-0.3, 0.4, -0.6], [-0.5, 0.3, 0.3], [-0.4, 1.1, 0.4], [0.6, 0.5, -2.7], [1.3, -1.6, 1.7], [0.0, -0.3, -0.1], [-0.3, -0.2, 0.0], [-0.1, -0.1, 0.4], [-0.3, -0.6, -0.4], [-0.7, 0.5, 0.3], [0.0, 0.3, 0.4], [0.0, 0.6, 0.1], [-0.5, -0.3, -0.4], [0.5, -0.1, 1.3], [-1.3, -0.4, -0.4], [0.1, 0.3, 0.4], [-0.1, 0.8, 0.1], [0.6, -0.1, 0.0], [0.1, -0.1, -0.4], [0.5, -0.3, -0.5], [0.1, 0.0, 0.0], [0.0, 0.2, -0.1]], "homo_ev": -8.7, "lumo_energy_ev": 0.17, "orbital_gap_ev": 8.9, "molar_mass_g_mol": 1126.671}

{"formula": "C6H13NO", "method": "the ωB97M-V functional and the def2-TZVPD basis", "species": ["C", "C", "C", "C", "O", "H", "H", "H", "H", "H", "H", "H", "H", "C", "C", "N", "H", "H", "H", "H", "H"], "coordinates": [[-0.733, -2.154, 0.903], [1.557, 0.084, 1.099], [0.547, -0.190, 0.024], [0.815, -0.987, -1.008], [-1.791, -2.175, 0.302], [-2.125, -0.438, -0.545], [0.044, -2.916, 0.739], [-0.610, -1.587, 1.842], [1.066, 0.360, 2.032], [2.209, 0.907, 0.817], [2.177, -0.791, 1.285], [1.745, -1.532, -1.076], [0.095, -1.183, -1.787], [-0.101, 2.207, -0.606], [-0.656, 0.887, -0.076], [-1.780, 0.477, -0.850], [-1.551, 0.423, -1.837], [-0.992, 1.013, 0.959], [0.669, 2.602, 0.050], [0.326, 2.065, -1.597], [-0.911, 2.929, -0.672]], "atomic_forces_ev_per_a": [[-1.3, -1.2, 0.4], [-0.2, -0.3, 0.1], [-0.3, 2.2, -1.1], [-0.1, -0.2, 0.3], [0.7, 0.0, 0.4], [0.1, 0.5, -0.2], [0.1, 0.2, -0.3], [0.1, 0.4, -0.2], [0.0, 0.0, 0.1], [0.1, 0.1, 0.0], [0.1, 0.0, 0.0], [0.1, -0.2, 0.1], [-0.1, 0.2, -0.2], [-0.1, -0.2, 0.2], [1.3, -1.3, 0.7], [-0.6, -0.4, -0.3], [0.0, 0.0, 0.0], [-0.1, 0.2, 0.0], [0.1, 0.1, 0.0], [0.0, 0.0, -0.1], [0.0, 0.1, 0.0]], "homo_ev": -9.0, "lumo_energy_ev": 0.69, "orbital_gap_ev": 9.7, "molar_mass_g_mol": 115.176}

Number 1: calculated total energy -5555.63776 a.u.. Number 2: calculated total energy -366.34165 a.u..